(1)
{
  "formula": "C4H2O3",
  "method": "ωB97M-V with the def2-TZVPD basis set",
  "elements": ["C", "C", "C", "C", "O", "O", "O", "H", "H"],
  "positions_angstrom": [[2.19, -1.24, 0.13], [1.24, -0.04, 0.13], [3.37, 0.34, 0.08], [-0.08, 0.07, -0.01], [2.22, -2.43, -0.08], [4.50, 0.74, -0.10], [2.19, 0.96, 0.05], [-0.43, 1.11, -0.03], [-0.77, -0.85, 0.08]],
  "nbo_charge": [0.502, 0.139, 0.702, -0.391, -0.451, -0.517, -0.473, 0.236, 0.252],
  "homo_lumo_gap_ev": 8.86,
  "relative_energy_kcal_mol": 60.5,
  "homo_energy_ev": -9.595
}

=====

(2)
{
  "formula": "CH2ClO2S",
  "method": "ωB97M-V with the def2-TZVPD basis set",
  "elements": ["C", "S", "O", "O", "Cl", "H", "H"],
  "positions_angstrom": [[-0.17, 0.33, 1.05], [-0.29, -0.48, -0.34], [-1.54, -0.45, -1.10], [0.52, -1.64, -0.27], [1.22, 0.81, -1.71], [0.88, 0.16, 1.56], [-0.63, 1.28, 0.80]],
  "nbo_charge": [-1.070, 2.160, -0.925, -0.954, -0.668, 0.243, 0.214],
  "smiles": "C=[S@](=O)([O-])Cl",
  "homo_lumo_gap_ev": 8.27,
  "relative_energy_kcal_mol": 7.6,
  "total_charge": -1,
  "homo_energy_ev": -4.168
}

=====

(3)
{
  "formula": "C22H16Br3CaCl2F5N3O4Te",
  "method": "ωB97M-V with the def2-TZVPD basis set",
  "elements": ["Ca", "C", "C", "C", "C", "C", "C", "Br", "C", "C", "Br", "C", "O", "C", "N", "H", "H", "H", "H", "H", "H", "O", "C", "O", "C", "C", "C", "C", "C", "N", "H", "H", "H", "H", "Cl", "C", "Cl", "H", "H", "F", "Te", "F", "F", "F", "F", "O", "Br", "C", "C", "C", "N", "C", "C", "H", "H", "H", "H"],
  "positions_angstrom": [[-0.09, -0.60, -0.22], [1.28, 2.78, -0.51], [0.47, 2.74, 0.75], [0.45, 3.86, 1.61], [-0.24, 3.82, 2.78], [-0.94, 2.65, 3.14], [-1.67, 2.48, 4.34], [-1.77, 3.89, 5.61], [-2.31, 1.30, 4.60], [-2.26, 0.25, 3.69], [-3.19, -1.36, 4.10], [-1.58, 0.31, 2.47], [-1.54, -0.64, 1.62], [-0.89, 1.57, 2.22], [-0.19, 1.64, 1.06], [2.35, 2.75, -0.27], [1.10, 3.71, -1.05], [1.08, 1.94, -1.17], [0.99, 4.76, 1.32], [-0.26, 4.67, 3.44], [-2.87, 1.18, 5.52], [2.88, -2.56, -1.38], [2.12, -2.46, -0.41], [0.89, -2.73, -0.33], [2.71, -1.79, 0.83], [4.00, -2.06, 1.28], [4.45, -1.38, 2.39], [3.64, -0.42, 2.99], [2.39, -0.18, 2.44], [1.93, -0.86, 1.39], [4.60, -2.78, 0.75], [5.44, -1.58, 2.79], [3.96, 0.14, 3.85], [1.73, 0.57, 2.85], [-3.08, 1.10, -4.21], [-1.76, 1.59, -3.15], [-2.30, 1.77, -1.46], [-1.40, 2.56, -3.48], [-0.97, 0.85, -3.18], [2.94, 0.93, -3.87], [2.20, -0.68, -3.21], [1.33, -2.35, -3.34], [3.35, -0.19, -1.79], [1.39, -0.55, -4.92], [3.66, -1.57, -3.92], [0.81, 0.01, -2.31], [-5.23, -4.31, -3.70], [-3.92, -3.25, -2.83], [-2.85, -2.77, -3.55], [-1.92, -1.99, -2.87], [-2.03, -1.70, -1.58], [-3.07, -2.20, -0.90], [-4.05, -2.98, -1.48], [-2.72, -2.98, -4.60], [-1.04, -1.61, -3.38], [-3.11, -1.95, 0.16], [-4.88, -3.36, -0.91]],
  "nbo_charge": [1.806, -0.656, 0.244, -0.266, -0.128, -0.147, -0.120, 0.008, -0.226, -0.200, 0.029, 0.349, -0.831, 0.160, -0.531, 0.233, 0.216, 0.253, 0.214, 0.223, 0.232, -0.699, 0.730, -0.805, 0.135, -0.223, -0.164, -0.270, 0.046, -0.506, 0.236, 0.210, 0.215, 0.199, -0.042, -0.393, -0.041, 0.221, 0.267, -0.644, 3.448, -0.616, -0.628, -0.650, -0.594, -1.308, 0.053, -0.036, -0.277, 0.071, -0.514, 0.069, -0.295, 0.236, 0.237, 0.234, 0.233],
  "homo_lumo_gap_ev": 7.40,
  "relative_energy_kcal_mol": 17.8,
  "total_charge": -1,
  "homo_energy_ev": -5.199
}

=====

(4)
{
  "formula": "C5H8O2",
  "method": "ωB97M-V with the def2-TZVPD basis set",
  "elements": ["C", "C", "O", "C", "C", "C", "O", "H", "H", "H", "H", "H", "H", "H", "H"],
  "positions_angstrom": [[0.31, 1.31, -1.05], [-0.75, 0.04, -1.43], [-0.36, -1.20, -0.90], [0.39, -1.26, 0.56], [-0.40, -0.70, 1.72], [0.84, 0.01, 1.18], [0.70, 1.38, 0.30], [1.18, 1.20, -1.73], [-0.35, 2.15, -1.35], [-1.77, 0.34, -1.11], [-0.63, 0.09, -2.53], [0.91, -2.22, 0.47], [-1.34, -0.24, 1.42], [-0.46, -1.18, 2.71], [1.74, 0.26, 1.75]],
  "nbo_charge": [-0.075, -0.082, -0.547, 0.060, -0.485, 0.056, -0.548, 0.158, 0.181, 0.153, 0.186, 0.229, 0.246, 0.238, 0.230],
  "smiles": "C1CO[C@@H]2C[C@@H]2O1",
  "homo_lumo_gap_ev": 10.29,
  "relative_energy_kcal_mol": 98.2,
  "homo_energy_ev": -9.243
}

=====

(5)
{
  "formula": "C27H65NO29P6",
  "method": "ωB97M-V with the def2-TZVPD basis set",
  "elements": ["O", "C", "C", "C", "O", "C", "O", "C", "C", "O", "H", "H", "H", "H", "C", "O", "P", "O", "O", "C", "O", "C", "H", "H", "H", "H", "H", "H", "H", "H", "H", "C", "O", "P", "O", "O", "C", "O", "C", "H", "H", "H", "H", "H", "H", "H", "H", "H", "C", "O", "P", "O", "O", "C", "O", "C", "H", "H", "H", "H", "H", "H", "H", "H", "H", "C", "O", "P", "O", "O", "C", "O", "C", "H", "H", "H", "H", "H", "H", "H", "H", "H", "C", "O", "P", "O", "O", "C", "O", "C", "H", "H", "H", "H", "H", "H", "H", "H", "H", "C", "O", "P", "O", "O", "C", "O", "C", "H", "H", "H", "H", "H", "H", "H", "H", "H", "C", "N", "C", "C", "O", "H", "H", "H", "H", "H", "H", "H"],
  "positions_angstrom": [[-2.22, -1.56, 3.18], [-1.41, -1.58, 2.30], [-1.08, -0.46, 1.41], [-0.17, -0.47, 0.42], [0.07, 0.63, -0.30], [0.64, -1.72, 0.18], [1.51, -1.79, -0.68], [0.27, -2.89, 0.96], [-0.65, -2.84, 1.93], [-1.18, -3.97, 2.43], [-1.60, 0.47, 1.61], [0.62, 0.35, -1.06], [0.58, -3.88, 0.63], [-2.01, -3.74, 2.93], [4.64, -2.84, -1.16], [5.07, -3.12, -2.49], [5.00, -4.57, -3.10], [5.57, -4.65, -4.45], [3.44, -4.92, -2.99], [2.51, -4.51, -3.99], [5.56, -5.60, -2.01], [5.80, -6.95, -2.38], [5.48, -2.76, -0.48], [3.87, -3.51, -0.79], [4.25, -1.82, -1.16], [2.32, -5.30, -4.71], [2.92, -3.66, -4.54], [1.55, -4.27, -3.53], [6.85, -7.14, -2.15], [5.63, -7.18, -3.43], [5.22, -7.65, -1.77], [-2.41, 1.45, -4.71], [-2.82, 0.81, -3.51], [-3.44, 1.70, -2.32], [-3.05, 3.14, -2.43], [-5.01, 1.42, -2.45], [-5.68, 1.63, -3.69], [-2.99, 0.90, -1.03], [-3.21, 1.45, 0.26], [-2.50, 0.71, -5.50], [-1.37, 1.78, -4.63], [-2.91, 2.36, -5.04], [-5.04, 1.96, -4.51], [-6.43, 2.40, -3.51], [-6.20, 0.74, -4.04], [-2.37, 1.34, 0.95], [-4.00, 0.91, 0.78], [-3.46, 2.50, 0.27], [0.92, 6.62, -4.65], [1.26, 6.57, -3.25], [2.12, 5.32, -2.71], [2.65, 5.50, -1.35], [1.19, 4.06, -2.97], [0.17, 3.68, -2.06], [3.20, 5.16, -3.88], [4.58, 5.14, -3.54], [1.32, 5.78, -5.21], [1.39, 7.53, -5.03], [-0.16, 6.70, -4.75], [0.56, 2.94, -1.35], [-0.60, 3.18, -2.64], [-0.31, 4.49, -1.50], [4.89, 4.10, -3.42], [4.78, 5.60, -2.57], [5.19, 5.59, -4.32], [0.35, -0.71, -3.45], [1.44, -0.01, -2.85], [2.48, 0.74, -3.81], [2.00, 1.06, -5.16], [3.70, -0.30, -3.85], [4.85, -0.01, -4.64], [3.01, 1.92, -2.89], [3.22, 1.74, -1.49], [0.44, -1.77, -3.19], [0.37, -0.70, -4.54], [-0.61, -0.39, -3.04], [4.91, 1.04, -4.95], [4.82, -0.62, -5.54], [5.76, -0.22, -4.08], [2.87, 0.79, -1.08], [2.78, 2.52, -0.87], [4.30, 1.81, -1.36], [-3.21, 0.67, 4.49], [-3.73, 1.73, 3.71], [-5.25, 1.84, 3.32], [-5.85, 0.57, 2.88], [-6.04, 2.48, 4.57], [-6.81, 1.61, 5.41], [-5.30, 3.00, 2.21], [-4.54, 4.20, 2.47], [-3.05, 0.86, 5.56], [-2.23, 0.35, 4.14], [-3.81, -0.23, 4.36], [-7.59, 2.20, 5.90], [-6.13, 1.15, 6.13], [-7.38, 0.88, 4.84], [-3.68, 4.06, 3.12], [-5.14, 5.08, 2.69], [-4.08, 4.40, 1.50], [0.36, 3.13, 2.02], [1.01, 1.88, 2.16], [1.56, 1.35, 3.58], [0.53, 0.78, 4.46], [2.77, 0.39, 3.22], [2.55, -1.00, 2.97], [2.21, 2.66, 4.18], [3.13, 2.65, 5.29], [-0.52, 3.19, 2.67], [0.06, 3.21, 0.98], [1.00, 3.98, 2.28], [2.81, -1.22, 1.92], [1.50, -1.21, 3.14], [3.23, -1.64, 3.54], [4.03, 3.18, 5.01], [3.30, 1.60, 5.54], [2.69, 3.11, 6.18], [-3.51, -7.47, 5.76], [-2.94, -6.47, 4.87], [-1.52, -6.53, 4.60], [-3.76, -5.50, 4.43], [-3.46, -4.58, 3.70], [-3.90, -8.31, 5.18], [-4.35, -7.12, 6.36], [-2.76, -7.87, 6.44], [-1.13, -5.76, 3.94], [-1.04, -6.38, 5.57], [-1.21, -7.48, 4.15], [-4.77, -5.62, 4.85]],
  "mulliken_charge": [-0.699, -0.248, 0.505, 0.662, 1.137, -0.054, -0.308, -1.078, 0.352, -0.532, 0.444, -0.483, 0.526, 0.150, -0.355, -0.151, 1.023, -0.731, -0.273, -0.621, -0.328, -0.746, 0.382, 0.377, -0.172, 0.304, 0.266, 0.200, 0.267, 0.334, 0.272, -0.688, -0.383, 1.171, -0.754, -0.336, -0.634, -0.216, -1.131, 0.331, 0.134, 0.402, 0.255, 0.280, 0.253, 0.519, 0.237, 0.524, -0.667, -0.429, 0.953, -0.824, 0.203, 0.007, -0.367, -0.692, 0.301, 0.253, 0.259, -0.317, -0.093, 0.554, 0.123, 0.385, 0.302, -0.863, 0.315, 0.132, -0.832, -0.036, -0.861, -0.028, -0.446, 0.136, 0.635, 0.022, 0.330, 0.278, 0.274, 0.005, 0.061, 0.474, -0.432, -0.050, 1.281, -0.771, -0.388, -0.716, -0.312, -0.717, 0.274, -0.176, 0.442, 0.267, 0.273, 0.322, 0.323, 0.276, 0.221, -0.579, 0.573, 0.399, -0.633, -0.320, -0.152, -0.343, -0.728, 0.294, 0.002, 0.292, -0.099, 0.115, 0.366, 0.254, 0.306, 0.266, -0.983, 0.133, -0.694, 0.055, -0.665, 0.317, 0.341, 0.338, 0.102, 0.362, 0.323, 0.300],
  "smiles": "O=C1C=C(O)C(=O)C=C1O.COP(=O)(OC)OC.COP(=O)(OC)OC.COP(=O)(OC)OC.COP(=O)(OC)OC.COP(=O)(OC)OC.COP(=O)(OC)OC.CN(C)C=O",
  "homo_lumo_gap_ev": 8.09,
  "relative_energy_kcal_mol": 0.0,
  "homo_energy_ev": -9.327
}

=====

(6)
{
  "formula": "H10O5",
  "method": "ωB97M-V with the def2-TZVPD basis set",
  "elements": ["O", "H", "H", "O", "H", "H", "O", "H", "H", "O", "H", "H", "O", "H", "H"],
  "positions_angstrom": [[0.26, 0.70, 0.44], [-0.53, 0.14, 0.34], [0.60, 0.79, -0.46], [-0.37, -0.10, 3.31], [-1.06, -0.67, 2.95], [0.21, 0.08, 2.55], [-1.52, -1.88, 0.33], [-2.06, -1.83, 1.13], [-2.14, -1.70, -0.39], [0.94, 2.83, -1.56], [0.07, 3.24, -1.58], [1.34, 3.13, -0.73], [1.49, -1.64, -1.72], [0.85, -2.09, -2.28], [1.93, -1.01, -2.31]],
  "nbo_charge": [-0.977, 0.481, 0.490, -0.945, 0.450, 0.493, -0.936, 0.469, 0.472, -0.950, 0.474, 0.478, -0.934, 0.466, 0.468],
  "smiles": "O.O.O.O.O",
  "homo_lumo_gap_ev": 11.24,
  "relative_energy_kcal_mol": 27.0,
  "homo_energy_ev": -10.956
}